This record from the OMol25 dataset describes 10 unconnected molecules or ions with the total composition C5H27NO11. The level of theory is the ωB97M-V functional and the def2-TZVPD basis.

Last column: natural (NBO) charge in e.
Positions of all 44 atoms, in Å:
O -2.012 -4.324 1.915  -0.578
O -1.607 3.569 -2.649  -0.948
O 0.982 4.575 -0.184  -0.970
O -1.358 0.577 -2.315  -0.976
O 2.135 2.357 -0.819  -0.999
O 0.372 -2.000 -2.033  -0.958
O 2.936 1.055 1.078  -1.037
O -2.667 2.206 1.637  -0.937
O -1.630 -3.359 -2.748  -0.977
O 1.557 0.115 -3.124  -0.972
O 1.927 -2.694 3.248  -0.727
N 0.148 0.004 1.638  -0.676
C -1.023 -3.645 1.784  0.441
C 0.274 -1.462 1.950  -0.185
C -0.688 0.254 0.456  -0.436
C -0.953 -2.225 2.346  -0.587
C 1.506 -1.621 2.829  0.085
H -2.175 2.904 -2.242  0.479
H 1.588 2.326 -0.026  0.487
H -0.620 -0.636 -0.221  0.197
H 1.445 0.328 -2.180  0.488
H -2.140 0.020 -2.285  0.479
H -0.239 0.571 2.383  0.342
H 2.025 -0.693 3.112  0.065
H -0.706 -3.599 -2.631  0.492
H -2.364 2.855 2.297  0.461
H -0.883 -2.400 3.433  0.241
H -0.436 1.164 -0.056  0.180
H -0.027 -1.780 -2.892  0.477
H 2.253 0.408 1.335  0.530
H -2.106 -3.394 -1.914  0.481
H -0.780 3.074 -2.697  0.471
H 1.824 1.004 -3.411  0.489
H 2.981 2.002 -0.458  0.506
H 0.766 -1.719 0.972  0.178
H 1.255 -1.578 -2.191  0.485
H -0.041 -3.896 1.342  0.119
H -1.758 0.312 0.631  0.181
H 0.360 4.021 -0.656  0.473
H 1.837 4.124 -0.141  0.485
H -1.850 -1.656 2.116  0.221
H -3.362 1.856 2.221  0.456
H -0.565 0.017 -2.292  0.490
H 3.820 0.983 1.444  0.484

Forces on atoms 1 to 3 (eV/Å):
O 0.19 -0.70 -0.44
O 0.16 -0.16 0.21
O -0.05 1.08 0.74

The HOMO energy (alpha / beta) comes out at -0.0056 / -0.1699 Eh. The gap between HOMO and LUMO (alpha / beta) is 2.58 / 7.01 eV. For the lowest unoccupied orbital energy (alpha / beta), the calculation gives 2.4 / 2.4 eV. The expectation value of S² is 0.75. The multiplicity is 2. The molar mass is 277.27 g/mol. The total energy comes out at -29633.4103 eV. The charge is -1.

=====

This record from the OMol25 dataset describes a molecular structure, C29H33BN8SiZr. The level of theory is the ωB97M-V functional and the def2-TZVPD basis.

Last column: Mulliken charge in e.
Positions of all 73 atoms, in Å:
Zr 0.009 0.105 0.212  0.547
Si -0.702 -2.618 1.147  0.801
N 1.886 4.257 -1.309  0.464
N 0.484 0.801 -1.872  -0.716
N 2.193 2.278 0.207  0.807
N 2.142 0.938 0.481  -0.876
N -0.130 3.252 -0.080  0.245
N 1.135 5.306 -1.736  -1.047
N 0.972 2.059 -2.011  0.696
N -0.778 2.175 0.448  -0.004
C 1.852 -0.854 3.943  -0.636
C -1.591 -2.986 -1.985  -1.622
C -2.918 -0.855 -2.041  -1.666
C 0.449 0.265 -3.097  -0.121
C -1.509 -4.060 1.989  0.320
C 1.211 2.309 -3.306  -0.059
C -1.602 -1.460 0.012  -0.045
C -1.863 2.647 1.075  -0.273
C 1.954 6.087 -2.411  -0.306
C 1.205 0.327 4.322  -0.578
C -3.671 -2.760 -0.642  -1.762
C -0.010 0.652 3.760  -0.581
C -1.764 -6.447 2.283  -0.628
C -3.158 -4.931 3.527  -0.770
C 3.167 4.379 -1.765  -0.299
C 3.846 1.845 1.621  -1.313
C 3.150 0.683 1.319  -0.515
C -0.594 -0.202 2.814  0.424
C -2.776 -6.228 3.205  -0.408
C 1.302 -1.671 2.980  -0.882
C 3.197 2.830 0.903  -0.064
C 0.053 -1.381 2.385  -0.110
C -1.927 4.026 0.958  -1.541
C -2.436 -2.011 -1.161  2.002
C -1.133 -5.367 1.679  -0.084
C -2.530 -3.857 2.921  -0.126
C 0.888 1.184 -4.040  -1.426
C 3.257 5.552 -2.462  -0.884
C -0.803 4.369 0.227  0.088
B 1.225 3.000 -0.802  0.514
H 3.910 3.623 -1.573  0.539
H 0.960 1.053 -5.104  0.465
H 1.648 0.972 5.069  0.435
H -0.534 1.548 4.070  0.486
H -2.841 -2.849 3.179  0.344
H -2.137 -3.324 -2.867  0.463
H -1.465 -7.457 2.034  0.405
H -0.653 -2.533 -2.315  0.200
H -3.530 -0.161 -1.458  0.343
H -2.681 4.688 1.345  0.450
H -2.282 -0.846 0.651  0.254
H -4.298 -2.100 -0.036  0.362
H -0.442 5.322 -0.114  0.559
H -4.277 -3.125 -1.474  0.499
H -3.268 -7.069 3.676  0.389
H -2.544 1.972 1.568  0.535
H 4.129 5.966 -2.936  0.441
H -3.947 -4.762 4.249  0.406
H -1.619 -0.002 2.514  0.542
H -1.336 -3.873 -1.399  0.298
H -0.341 -5.548 0.960  0.363
H -3.389 -3.616 -0.028  0.294
H 0.516 -3.106 0.427  -0.234
H 1.823 -2.578 2.690  0.417
H -2.085 -0.290 -2.464  0.248
H 3.396 3.886 0.836  0.673
H 1.587 7.008 -2.834  0.482
H 4.703 1.957 2.261  0.455
H 3.319 -0.323 1.664  0.695
H 0.100 -0.744 -3.239  0.343
H -3.531 -1.220 -2.867  0.471
H 1.594 3.265 -3.623  0.382
H 2.793 -1.123 4.407  0.432

Forces on atoms 1 to 3 (eV/Å):
Zr -0.14 0.02 -0.01
Si -0.01 0.00 -0.01
N 0.00 -0.01 -0.01

The HOMO energy (alpha / beta) comes out at -0.3512 / -0.4110 Eh. The gap between HOMO and LUMO (alpha / beta) is 6.52 / 8.04 eV. For the lowest unoccupied orbital energy (alpha / beta), the calculation gives -3.0 / -3.1 eV. The expectation value of S² is 0.75. The multiplicity is 2. The molar mass is 623.76 g/mol. The total energy comes out at -52361.6857 eV. The charge is +1.

=====

This record from the OMol25 dataset describes a single C4H9N3S molecule. The level of theory is the ωB97M-V functional and the def2-TZVPD basis.

Last column: natural (NBO) charge in e.
Positions of all 17 atoms, in Å:
S -0.657 -0.367 1.318  0.361
N -0.158 1.078 -0.984  -0.630
N -0.171 -1.982 1.388  -0.581
N 1.123 -0.955 -0.592  -0.709
C -0.145 -2.489 2.547  -0.054
C -0.061 3.027 -2.387  -0.651
C 0.168 -0.135 -0.282  0.289
C 0.591 1.634 -2.117  -0.227
H 0.480 3.579 -1.519  0.218
H 0.302 0.813 -2.731  0.211
H -1.204 2.867 -2.226  0.226
H 0.962 -1.875 -0.129  0.385
H -0.014 3.311 -3.511  0.242
H -0.648 -2.025 3.478  0.174
H 1.674 1.640 -1.957  0.192
H -0.268 1.982 -0.327  0.364
H 0.345 -3.622 2.585  0.191

Forces on atoms 1 to 3 (eV/Å):
S -0.81 0.30 -1.09
N 0.07 2.34 4.53
N 0.22 0.17 1.56

The HOMO energy comes out at -0.3226 Eh. The gap between HOMO and LUMO is 9.51 eV. For the lowest unoccupied orbital energy, the calculation gives 0.7 eV. The molar mass is 131.20 g/mol. Its structure (SMILES) is [H]/N=C(/NCC)SN=C. The total energy comes out at -19596.2146 eV. The charge is 0.

=====

This record from the OMol25 dataset describes a molecular structure, C24H41Cl2N5PPd. The level of theory is the ωB97M-V functional and the def2-TZVPD basis.

Last column: Mulliken charge in e.
Positions of all 74 atoms, in Å:
Pd -0.173 -0.622 -0.076  -0.388
Cl -0.040 -0.952 2.699  0.019
Cl -0.182 -3.268 0.873  -0.007
P -1.452 1.376 0.207  0.432
N 4.576 -0.611 -0.916  0.157
N 4.431 -1.688 1.270  0.115
N 2.441 -0.643 0.287  1.589
N -4.430 -5.934 -0.864  -0.455
N 4.295 0.742 1.100  0.136
C 0.695 3.088 -0.195  -1.864
C -3.815 2.039 1.730  -1.890
C -0.242 -2.722 2.564  -0.682
C -2.764 -4.080 -1.595  0.625
C 5.042 -1.718 -0.067  -0.697
C -2.246 -1.755 -1.900  0.849
C -3.151 -2.745 -1.567  -0.923
C -2.809 3.632 -0.908  -1.859
C -3.694 -5.112 -1.187  -0.167
C -1.464 -4.426 -2.002  -0.822
C -2.400 2.174 -1.161  0.874
C -3.364 -0.360 1.242  -1.467
C 4.904 0.651 -0.236  -0.640
C -0.560 -3.450 -2.324  -1.058
C -0.711 3.679 1.822  -1.597
C -0.907 -2.071 -2.252  0.952
C 2.983 -1.755 1.112  -1.015
C 2.853 0.624 0.941  -0.781
C 3.127 -0.705 -1.029  -0.983
C 4.763 -0.401 1.898  -0.723
C -0.226 2.554 0.909  1.739
C -2.709 1.000 1.502  0.871
C -1.732 2.092 -2.540  -1.421
C 0.073 -1.080 -2.475  -1.538
H -0.705 2.465 -2.526  0.271
H 2.491 1.452 0.335  -0.243
H -2.559 -0.724 -1.883  0.410
H 0.447 -3.721 -2.623  0.379
H -1.185 -5.471 -2.051  0.496
H 4.797 -2.665 -0.549  0.349
H -3.540 3.922 -1.667  0.500
H -4.448 2.145 0.846  0.362
H -3.933 -0.667 2.122  0.539
H -2.114 0.926 2.416  0.514
H -3.312 1.566 -1.189  0.542
H -3.254 3.810 0.064  0.311
H -2.654 -1.151 0.998  0.088
H -1.727 1.089 -2.951  0.314
H 0.160 4.219 2.204  0.496
H -4.074 -0.290 0.411  0.338
H -4.164 -2.491 -1.282  0.539
H 1.585 3.535 0.254  0.555
H -3.447 3.023 2.008  0.332
H 0.561 -3.195 3.112  0.496
H 1.051 -1.378 -2.828  0.476
H -1.955 4.301 -1.017  0.288
H -1.260 3.307 2.686  0.353
H 1.024 2.311 -0.888  0.184
H -0.201 -0.051 -2.629  0.080
H 2.861 -1.648 -1.507  0.174
H 6.125 -1.655 0.036  0.334
H -1.337 4.402 1.299  0.253
H 0.204 3.866 -0.780  0.359
H 2.376 0.668 1.923  0.394
H 5.987 0.730 -0.137  0.352
H -2.288 2.717 -3.242  0.517
H 2.711 -2.697 0.634  0.213
H -1.214 -2.978 2.961  0.439
H 2.515 -1.707 2.095  0.304
H 5.844 -0.331 2.017  0.353
H -4.460 1.690 2.540  0.496
H 4.553 1.486 -0.843  0.332
H 0.370 1.875 1.527  -0.373
H 2.756 0.116 -1.646  0.159
H 4.306 -0.357 2.887  0.343

Forces on atoms 1 to 3 (eV/Å):
Pd 0.10 0.42 -0.49
Cl -0.07 -0.27 0.19
Cl -0.01 0.02 0.24

The HOMO energy (alpha / beta) comes out at -0.3801 / -0.4218 Eh. The gap between HOMO and LUMO (alpha / beta) is 8.13 / 6.88 eV. For the lowest unoccupied orbital energy (alpha / beta), the calculation gives -2.2 / -4.6 eV. The expectation value of S² is 2.04. The multiplicity is 3. The molar mass is 607.93 g/mol. The total energy comes out at -70810.2291 eV. The charge is +1.

=====

This record from the OMol25 dataset describes 7 unconnected molecules or ions with the total composition C24H48FO19. The level of theory is the ωB97M-V functional and the def2-TZVPD basis.

Last column: Mulliken charge in e.
Positions of all 92 atoms, in Å:
F -1.209 1.146 5.928  -0.210
O -1.060 1.192 -8.827  -0.136
O -3.267 -2.911 4.967  -0.554
O -1.028 -2.631 4.824  -0.167
O -2.465 -0.010 -4.736  -0.543
O -4.120 0.112 -6.271  -0.318
O 7.532 0.519 -1.032  -0.323
O 5.744 -0.863 -1.041  -0.545
O -5.575 -3.002 -2.201  -0.276
O -2.036 -3.694 3.240  -0.315
O -0.508 0.726 -10.970  -0.551
O -5.278 -4.768 -0.825  -0.533
O 0.844 0.259 -9.220  -0.311
O 1.809 4.850 4.053  -0.345
O 4.016 -2.107 5.087  -0.361
O 5.964 0.855 0.413  -0.327
O 5.899 -1.045 4.984  -0.352
O 4.048 -0.046 4.162  -0.507
O -6.954 -4.659 -2.339  -0.326
O -2.740 1.765 -6.108  -0.303
C 4.699 0.504 0.995  -0.593
C 8.067 -0.230 -2.121  -0.636
C 1.797 -0.278 -10.139  -0.646
C -5.874 -4.199 -1.701  0.779
C -0.268 0.727 -9.791  0.703
C -1.046 4.749 4.950  -0.608
C -1.595 2.377 -5.504  -0.722
C -0.570 3.406 5.526  0.144
C 2.607 -2.156 4.835  -0.496
C 4.597 -0.975 4.690  0.764
C -1.696 2.445 5.643  -0.583
C -4.430 -2.384 -1.601  -0.621
C -3.238 -4.198 2.659  -0.596
C -2.213 -3.062 4.406  0.715
C 6.347 0.078 -0.593  0.788
C 1.351 5.632 5.171  -0.222
C -0.127 5.972 5.107  -1.335
C -4.554 -1.179 -5.838  -0.555
C -7.390 -5.945 -1.896  -0.628
C -3.048 0.566 -5.615  0.802
C 2.737 3.856 4.374  -0.835
C -2.304 1.735 -9.282  -0.647
C 6.640 0.119 4.609  -0.463
C -1.057 -1.897 6.059  -0.503
H 7.403 -0.184 -2.983  0.292
H 9.018 0.230 -2.374  0.216
H 7.670 -0.064 4.902  0.222
H 1.637 5.152 6.124  0.274
H -3.541 -2.992 -1.757  0.325
H -1.763 2.539 -4.442  0.349
H 2.684 3.099 3.601  0.181
H 2.640 -0.618 -9.544  0.220
H 3.752 4.253 4.437  0.370
H -0.061 3.520 6.474  0.180
H 2.490 3.359 5.305  0.303
H 4.514 1.209 1.798  0.167
H -8.264 -6.195 -2.491  0.215
H -1.969 4.997 5.478  0.438
H -0.710 1.764 -5.659  0.310
H 2.403 -2.089 3.769  0.294
H 6.593 0.277 3.532  0.145
H 8.231 -1.267 -1.833  0.290
H -2.216 2.379 4.696  0.274
H -3.934 -3.387 2.450  0.249
H -7.665 -5.916 -0.844  0.295
H 0.113 2.958 4.818  -0.035
H -0.033 -1.609 6.271  0.056
H -1.335 4.607 3.911  0.303
H -4.292 -1.426 -2.093  0.186
H 3.903 0.579 0.258  0.415
H -3.777 -1.922 -6.004  0.292
H 2.098 -1.355 5.365  0.161
H -2.135 2.582 -9.944  0.332
H 2.131 0.487 -10.837  0.292
H -6.616 -6.692 -2.060  0.292
H -3.707 -4.931 3.313  0.304
H 4.735 -0.502 1.409  0.256
H 1.374 -1.121 -10.682  0.290
H -1.658 -1.003 5.964  0.293
H 1.897 6.576 5.143  0.476
H -1.461 3.334 -6.000  0.225
H -4.835 -1.156 -4.787  0.207
H -2.384 2.709 6.436  0.315
H -2.835 2.067 -8.400  0.161
H -1.428 -2.525 6.869  0.333
H -5.426 -1.439 -6.432  0.239
H 6.265 0.998 5.130  0.290
H -2.893 0.974 -9.790  0.310
H 2.253 -3.114 5.204  0.274
H -2.960 -4.677 1.725  0.215
H -4.592 -2.221 -0.538  0.293
H -0.362 6.403 6.083  -0.087

Forces on atoms 1 to 3 (eV/Å):
F -0.11 -0.27 0.14
O 0.02 0.00 0.04
O 0.04 -0.06 -0.01

The HOMO energy comes out at -0.0376 Eh. The gap between HOMO and LUMO is 2.77 eV. For the lowest unoccupied orbital energy, the calculation gives 1.7 eV. The molar mass is 659.63 g/mol. The total energy comes out at -67284.2473 eV. The charge is -1.

=====

This record from the OMol25 dataset describes a single CH5PS molecule. The level of theory is the ωB97M-V functional and the def2-TZVPD basis.

Last column: natural (NBO) charge in e.
Positions of all 8 atoms, in Å:
S -0.018 0.889 0.166  -0.145
P -1.714 -0.363 0.108  0.178
C 1.396 -0.331 -0.062  -0.692
H -2.148 0.570 -0.951  0.000
H -2.189 0.602 1.013  -0.006
H 1.123 -0.746 -0.970  0.208
H 1.287 -1.006 0.816  0.223
H 2.262 0.384 -0.119  0.233

Forces on atoms 1 to 3 (eV/Å):
S 1.61 -0.21 0.21
P -0.19 1.90 -0.99
C -0.87 2.34 2.30

The HOMO energy comes out at -0.3158 Eh. The gap between HOMO and LUMO is 9.41 eV. For the lowest unoccupied orbital energy, the calculation gives 0.8 eV. The molar mass is 80.09 g/mol. Its structure (SMILES) is CSP. The total energy comes out at -21241.0722 eV. The charge is 0.